# 1
The following is a DFT calculation (ωB97M-V/def2-TZVPD) of 11 unconnected molecules or ions with the total composition C69H161N11O11 at a distorted geometry.

## Properties
**SMILES**: CC1(C)CCCC(C)(C)N1O.CC1(C)CCCC(C)(C)N1O.CC1(C)CCCC(C)(C)N1O.CC1(C)CCCC(C)(C)N1O.CC1(C)CCCC(C)(C)N1O.COC[C@H](C)N.COC[C@H](C)N.COC[C@H](C)N.COC[C@H](C)N.COC[C@H](C)N.COC[C@H](C)N
**Orbital gap**: 8.02 eV

```
! wB97M-V def2-TZVPD RIJCOSX def2/J DEFGRID3
* xyz 0 1
C -0.63547 2.10224 -0.50378
C -0.07317 1.18078 -1.60650
C -0.26060 -0.26753 -1.22263
O 0.42354 -0.54322 0.01451
C 0.18195 -1.84281 0.56780
N -0.60435 1.50472 -2.87878
H -0.92690 3.10138 -0.82766
H 0.11746 2.32834 0.25125
H -1.54651 1.74022 -0.02726
H 0.99123 1.41530 -1.59423
H 0.04404 -1.01279 -1.95740
H -1.32136 -0.51039 -1.28520
H 0.56729 -1.87860 1.58678
H 0.65485 -2.64821 0.00583
H -0.85786 -2.13334 0.41785
H -0.45354 0.70247 -3.47354
H -1.61158 1.54131 -2.81353
C -3.02647 -0.74229 -10.96108
C -3.38673 -0.37537 -9.50300
C -3.26392 -1.54619 -8.54387
O -3.26100 -1.25375 -7.14773
C -3.76617 -2.28109 -6.29336
N -2.43484 0.65275 -9.15354
H -3.64138 -1.58046 -11.28887
H -1.98178 -1.00449 -11.12835
H -3.22265 0.09762 -11.62751
H -4.36709 0.07649 -9.35189
H -2.32195 -2.09443 -8.52847
H -4.06450 -2.25873 -8.74250
H -4.79387 -2.56538 -6.51938
H -3.67451 -2.05044 -5.23200
H -3.20961 -3.20850 -6.42851
H -1.49829 0.30721 -8.99998
H -2.73693 1.02414 -8.26421
C -3.81483 6.78006 2.88946
C -3.44777 6.31979 4.33030
C -4.59244 5.77263 5.14488
O -5.58435 6.74959 5.56985
C -6.87804 6.46697 5.14305
N -2.33713 5.45256 4.16128
H -3.00951 7.17891 2.27264
H -4.61337 7.52197 2.89287
H -4.35410 6.02038 2.32363
H -3.07031 7.17692 4.88793
H -4.27364 5.33277 6.08985
H -5.08764 4.91903 4.68201
H -7.14821 5.49976 5.56685
H -6.86499 6.34765 4.05968
H -7.60798 7.25089 5.34490
H -1.84704 4.93616 4.87769
H -1.66541 5.99158 3.63369
C 2.79969 3.11525 -10.60385
C 2.69987 3.27243 -9.02508
C 3.13911 2.01917 -8.24130
O 2.48621 0.82973 -8.76088
C 2.73337 -0.27643 -7.86209
N 3.56904 4.37545 -8.67688
H 2.66335 4.10055 -11.04959
H 2.05186 2.40575 -10.95808
H 3.76401 2.68606 -10.87582
H 1.67088 3.57904 -8.83722
H 2.74507 2.12816 -7.23088
H 4.22223 2.03533 -8.12009
H 3.77922 -0.58305 -7.87934
H 2.22180 -1.20822 -8.10330
H 2.60071 -0.04489 -6.80525
H 3.30293 4.54804 -7.71798
H 3.22944 5.19044 -9.16735
C 8.19176 -11.12740 -1.41037
C 7.46420 -9.86855 -1.46310
C 6.07886 -9.75212 -0.71912
O 5.37742 -8.49799 -0.71886
C 5.10609 -7.87931 -1.93979
N 8.37210 -8.83958 -0.98276
H 9.17846 -11.12795 -1.87353
H 7.60960 -11.90758 -1.90079
H 8.23422 -11.50050 -0.38710
H 7.36769 -9.66536 -2.52964
H 6.26554 -10.01570 0.32192
H 5.32540 -10.47824 -1.02433
H 4.10950 -7.46102 -1.79863
H 5.14914 -8.40264 -2.89497
H 5.87277 -7.10524 -1.97316
H 7.87048 -8.00220 -0.72344
H 8.76320 -9.21592 -0.13100
C -9.01304 1.42741 -5.44845
C -7.87187 2.05640 -4.60838
C -7.31265 3.44718 -5.00218
O -8.24311 4.52003 -4.78892
C -8.66168 5.10700 -6.04592
N -8.17258 1.91292 -3.18807
H -9.36008 0.52285 -4.94900
H -8.56610 1.17399 -6.40977
H -9.87979 2.03351 -5.71205
H -7.02397 1.37806 -4.70335
H -6.77680 3.43773 -5.95132
H -6.51389 3.58417 -4.27326
H -9.06370 4.36082 -6.73125
H -7.90305 5.73263 -6.51621
H -9.51053 5.75628 -5.83148
H -8.77902 2.69340 -2.98026
H -7.37987 2.03413 -2.57406
C 2.65342 0.36739 6.91313
C 4.08837 0.68332 7.42418
C 5.01941 -0.56911 7.06326
C 5.41080 -0.60526 5.57409
C 6.05915 0.66490 5.17373
C 5.19550 2.03233 5.42251
N 4.68938 1.94213 6.82647
O 4.01850 3.06861 7.16504
C 6.17674 3.24056 5.37943
C 4.15834 2.11689 4.35523
C 3.97950 0.70730 8.97975
H 2.17232 -0.57672 7.16870
H 2.54232 0.47309 5.83397
H 1.92563 1.12284 7.20927
H 5.95582 -0.47246 7.61271
H 4.50823 -1.45714 7.43501
H 4.51082 -0.73388 4.97276
H 6.09222 -1.43933 5.40647
H 6.33949 0.48782 4.13539
H 6.98606 0.83566 5.72126
H 5.73578 4.23243 5.47867
H 6.91389 3.15502 6.17780
H 6.68366 3.31092 4.41704
H 4.73848 2.30991 3.45285
H 3.69775 1.14382 4.18474
H 3.39216 2.88277 4.47563
H 3.94844 -0.32838 9.31808
H 3.20338 1.39098 9.32369
H 4.82606 1.09925 9.54349
H 4.36714 3.26369 8.03797
C -0.00686 -9.92307 4.37180
C -1.14562 -9.51679 5.44031
C -2.45815 -9.46133 4.62463
C -3.70227 -9.16158 5.51968
C -3.80663 -10.31876 6.51836
C -2.54915 -10.62573 7.28826
N -1.33215 -10.57107 6.46092
O -0.12726 -11.10368 6.97932
C -2.37222 -9.69474 8.46327
C -2.69169 -11.98390 7.83369
C -0.69782 -8.08264 5.96866
H -0.09095 -10.90569 3.90760
H 1.00537 -9.71325 4.71745
H -0.09146 -9.25865 3.51188
H -2.40676 -8.63000 3.92152
H -2.67741 -10.34064 4.01896
H -4.59309 -9.13433 4.89217
H -3.49537 -8.24195 6.06702
H -4.16136 -11.18122 5.95405
H -4.66089 -10.12280 7.16638
H -2.39479 -8.68923 8.04310
H -3.24712 -9.80403 9.10414
H -1.51724 -9.96974 9.08092
H -2.01487 -12.25872 8.64269
H -3.67063 -12.22796 8.24626
H -2.50014 -12.70706 7.04094
H -1.56467 -7.59551 6.41517
H -0.43712 -7.45175 5.11889
H 0.21835 -8.07858 6.55917
H -0.03165 -11.86549 6.40305
C -1.53446 7.66836 -4.05856
C -0.48119 8.79250 -3.84287
C -1.13763 9.94123 -2.92371
C -0.08625 10.84635 -2.20403
C 0.98810 10.00006 -1.55474
C 1.67666 8.95939 -2.48164
N 0.69349 8.15816 -3.23010
O 1.21735 6.99331 -3.92861
C 2.68123 9.67842 -3.40846
C 2.42815 7.95213 -1.57148
C -0.12565 9.24784 -5.20105
H -1.14070 6.86924 -4.68661
H -2.46897 7.96817 -4.53281
H -1.81797 7.12879 -3.15492
H -1.65578 10.69803 -3.51265
H -1.76657 9.45994 -2.17477
H -0.57846 11.55983 -1.54313
H 0.45080 11.37315 -2.99280
H 0.49174 9.37425 -0.81305
H 1.66525 10.61976 -0.96693
H 3.38977 8.97639 -3.84805
H 2.28112 10.04667 -4.35313
H 3.29013 10.43121 -2.90782
H 3.36981 8.35404 -1.19750
H 1.84598 7.54609 -0.74427
H 2.78329 7.08554 -2.12914
H 0.45525 8.54171 -5.79437
H 0.52893 10.11940 -5.19658
H -1.03894 9.43693 -5.76518
H 0.66477 6.32057 -3.52406
C 11.22913 0.62285 -1.84278
C 10.09152 1.02613 -0.95976
C 9.56719 2.47168 -1.18637
C 8.79024 2.56533 -2.50477
C 7.60440 1.58154 -2.37825
C 8.01395 0.11191 -2.02916
N 8.93149 0.06227 -0.93181
O 9.33780 -1.26158 -0.57037
C 6.70443 -0.59127 -1.67336
C 8.44778 -0.53041 -3.37835
C 10.76751 0.94554 0.41933
H 12.24723 0.94784 -1.62841
H 10.95261 0.77500 -2.88608
H 11.35619 -0.45708 -1.76743
H 8.93425 2.79589 -0.36031
H 10.40513 3.15338 -1.33206
H 9.38007 2.36174 -3.39850
H 8.37385 3.57222 -2.53457
H 7.07735 1.57552 -3.33234
H 6.76877 1.85063 -1.73217
H 6.83493 -1.67290 -1.63937
H 6.35988 -0.29793 -0.68172
H 5.87548 -0.48113 -2.37250
H 8.77243 -1.56035 -3.23023
H 7.61491 -0.69118 -4.06288
H 9.21930 0.10388 -3.81483
H 10.15578 1.43617 1.17642
H 11.74237 1.42571 0.33448
H 10.90868 -0.09604 0.70790
H 8.79668 -1.54398 0.17061
C -9.77125 -3.42755 3.76924
C -9.87520 -1.88718 3.51234
C -9.94739 -1.28909 5.02784
C -8.67295 -1.27064 5.74525
C -7.65416 -0.48143 4.92112
C -7.40975 -1.10999 3.49875
N -8.70091 -1.33432 2.76484
O -8.53281 -1.94050 1.54248
C -6.65220 -0.03131 2.60736
C -6.53992 -2.35024 3.65502
C -11.24720 -1.52000 2.81041
H -9.52646 -3.87895 2.80779
H -10.75655 -3.85285 3.96004
H -9.11523 -3.72369 4.58782
H -10.49274 -0.34548 5.01023
H -10.55468 -2.02287 5.55784
H -8.29249 -2.24285 6.05856
H -8.86580 -0.85689 6.73505
H -6.69935 -0.36064 5.43284
H -8.05878 0.52479 5.03015
H -5.78452 0.32555 3.16223
H -6.32079 -0.46480 1.66378
H -7.34591 0.78427 2.40318
H -7.00686 -3.17939 4.18656
H -5.95055 -2.66986 2.79560
H -5.82645 -2.02141 4.41063
H -11.15139 -2.03546 1.85477
H -11.34377 -0.46228 2.56546
H -12.18516 -1.84944 3.25738
H -8.64052 -1.30244 0.83335
*
```

Here are the Löwdin charges for atoms 1 to 2, given in e: -0.054, -0.470

# 2
The following is a DFT calculation (ωB97M-V/def2-TZVPD) of a molecular structure, C69H44Cl3N12O3PbS at a distorted geometry.

## Properties
**Orbital gap (alpha / beta)**: 4.51 / 4.72 eV

```
! wB97M-V def2-TZVPD RIJCOSX def2/J DEFGRID3
* xyz -1 1
Pb -1.00726 -0.95145 -0.98927
C -4.80478 -0.73660 5.05874
C -4.93842 0.62689 4.79275
C -4.55167 1.15904 3.57356
C -4.03096 0.29757 2.62121
C -3.45749 0.55890 1.31045
N -2.75407 -0.63130 0.89938
C -3.22897 -1.69879 1.75173
N -3.08585 -2.96172 1.56045
C -2.62905 -3.56322 0.43613
C -2.62355 -5.00780 0.28625
C -2.83201 -6.05498 1.17413
C -2.75077 -7.34629 0.68314
C -2.48016 -7.59252 -0.66742
C -2.27198 -6.55238 -1.55712
C -2.33546 -5.25525 -1.06796
C -2.16845 -3.94926 -1.68904
N -2.00415 -3.78871 -2.99796
C -1.97717 -2.61796 -3.60810
N -2.13427 -1.39120 -3.05238
C -2.10234 -0.44519 -4.01194
N -2.24340 0.86859 -3.85906
C -2.48529 1.45570 -2.69933
N -2.70635 0.88364 -1.48088
C -3.05553 1.83929 -0.60638
N -3.49967 1.68250 0.65553
C -2.96876 3.15483 -1.24177
C -3.10264 4.44847 -0.76368
C -2.86771 5.49138 -1.64846
C -2.51261 5.24859 -2.97663
C -2.37954 3.95326 -3.45633
C -2.60496 2.90965 -2.57512
C -1.88313 -1.08527 -5.31091
C -1.72821 -0.58982 -6.59536
C -1.49873 -1.49753 -7.61906
C -1.43784 -2.86931 -7.36681
C -1.59600 -3.36863 -6.08209
C -1.81253 -2.46498 -5.05436
N -2.29512 -2.98800 -0.73308
C -3.89620 -1.07904 2.88676
C -4.28569 -1.60205 4.11079
H -5.09200 -1.11565 6.03104
H -5.33085 1.27883 5.56272
H -4.60800 2.22196 3.37925
H -3.04514 -5.85555 2.21623
H -2.89728 -8.18496 1.35256
H -2.44004 -8.61701 -1.01646
H -2.05772 -6.73295 -2.60244
H -3.37326 4.63358 0.26829
H -2.95810 6.51502 -1.30642
H -2.33063 6.08694 -3.63756
H -2.09778 3.75086 -4.48138
H -1.78181 0.47319 -6.79178
H -1.36099 -1.13869 -8.63168
H -1.26311 -3.55029 -8.19081
H -1.54397 -4.43057 -5.87931
H -4.14632 -2.65472 4.31702
O 0.90389 -2.52547 -0.13065
N 1.53768 -3.25515 -0.95007
N 1.34995 -3.01490 -2.19294
O 0.56267 -2.09824 -2.69096
C 2.07196 -3.83353 -3.11332
C 1.77398 -3.72606 -4.46552
C 2.47715 -4.48376 -5.38872
C 3.47825 -5.34650 -4.97103
C 3.76866 -5.45483 -3.61668
C 3.07274 -4.70496 -2.68504
H 0.98668 -3.05249 -4.77053
H 2.24026 -4.39617 -6.44161
H 4.03404 -5.93046 -5.69391
H 4.54893 -6.12871 -3.28625
H 3.29134 -4.78217 -1.63169
Cl 7.22938 7.23016 1.93621
C 6.35039 5.88106 1.29865
C 6.55881 5.47854 -0.01011
C 5.82665 4.41445 -0.50512
C 4.88744 3.74648 0.27284
C 4.06463 2.63597 -0.34108
C 3.25648 3.21629 -1.51504
N 2.23260 2.32263 -2.02077
C 2.38558 1.53801 -3.13155
C 1.28410 0.75401 -3.20654
N 0.43810 1.02879 -2.16613
C 1.03806 1.96660 -1.45212
O 4.89748 1.59395 -0.82734
C 4.58855 0.29730 -0.32274
C 4.71362 0.16869 1.17405
C 5.76981 0.62140 1.91197
Cl 7.16935 1.43012 1.33657
S 5.59864 0.29026 3.59569
C 4.08746 -0.47650 3.31154
C 3.74181 -0.46765 2.00141
C 4.73291 4.14708 1.59482
Cl 3.64520 3.32557 2.64346
C 5.45154 5.21650 2.11087
H 7.27896 5.99255 -0.63079
H 5.99463 4.07429 -1.51924
H 3.37053 2.23817 0.40115
H 3.95295 3.40292 -2.33175
H 2.79992 4.15757 -1.20289
H 3.25530 1.61009 -3.76074
H 1.02113 0.00304 -3.93087
H 0.64238 2.42464 -0.55631
H 5.30947 -0.36430 -0.80719
H 3.58014 -0.00401 -0.63090
H 3.54526 -0.88662 4.14647
H 2.83504 -0.92279 1.62419
H 5.30352 5.52161 3.13675
C -1.49765 -0.18294 1.51927
C -1.23071 0.41714 2.59052
C -0.97640 1.09795 3.73137
C -1.08421 0.28648 4.96114
C -1.69616 0.76784 6.12655
C -1.88355 -0.05421 7.22627
C -1.48733 -1.38289 7.19461
C -0.88381 -1.87861 6.04640
C -0.68871 -1.05875 4.94928
C -0.89477 2.55724 3.73469
C -0.43839 3.27655 4.84881
C -0.43251 4.66129 4.85295
C -0.84136 5.37334 3.73528
C -1.24139 4.67567 2.60129
C -1.27932 3.29394 2.60199
H -2.06056 1.78516 6.16038
H -2.35827 0.34621 8.11468
H -1.65732 -2.02591 8.04916
H -0.56516 -2.91338 6.00380
H -0.23617 -1.45789 4.04953
H -0.05149 2.74049 5.70491
H -0.08382 5.18611 5.73501
H -0.85390 6.45599 3.75207
H -1.52931 5.22301 1.71078
H -1.62796 2.76767 1.72100
*
```

Here are the Löwdin charges for atoms 1 to 2, given in e: 1.467, -0.076

Relative energy (zero: lowest compared OMol25 entry of this formula, charge and spin) values (in eV) by entry order: 6.8032 1.8240.
M values (in u) by entry order: 1321.11 1434.82.
E_tot values (in eV) by entry order: -113061.247 -149939.403.